[1]
119
Properties=species:S:1:pos:R:3 method="wB97M-V/def2-TZVPD" max_force_ha_per_bohr=0.0346 homo_lumo_gap_ev=5.9 charge=-1
Y -0.55 0.52 0.85
S -0.32 1.12 3.47
C 1.05 2.10 3.91
C 0.99 2.76 5.15
C 2.05 3.52 5.61
C 3.20 3.65 4.84
C 3.28 3.00 3.62
C 2.22 2.24 3.16
S 2.37 1.25 1.69
C 3.38 2.25 0.54
C 1.24 2.96 -0.80
C 1.61 3.85 -2.02
C 1.16 3.25 -3.31
C 0.06 2.51 -3.33
C -0.53 2.04 -2.09
C -1.97 1.63 -2.15
S -2.51 0.10 -1.29
C -3.96 0.67 -0.42
C -5.15 0.01 -0.68
C -6.31 0.37 -0.02
C -6.27 1.39 0.92
C -5.08 2.05 1.18
C -3.89 1.69 0.53
S -2.42 2.55 0.92
N 0.10 2.05 -0.96
H 0.10 2.64 5.74
H 1.99 4.00 6.57
H 4.04 4.23 5.20
H 4.19 3.07 3.04
H 4.35 1.76 0.44
H 3.53 3.21 1.02
H 1.23 4.87 -1.96
H 1.69 3.54 -4.21
H -0.36 2.15 -4.26
H -2.31 1.56 -3.19
H -2.52 2.43 -1.63
H -5.17 -0.79 -1.41
H -7.24 -0.14 -0.22
H -7.16 1.67 1.46
H -5.04 2.84 1.92
C 3.13 -0.58 -1.02
C 2.45 -1.77 -1.70
P 0.64 -1.42 -1.94
C 0.48 -1.00 -3.73
C -0.81 -0.77 -4.21
C -1.04 -0.39 -5.53
C 0.03 -0.23 -6.39
C 1.32 -0.45 -5.93
C 1.54 -0.83 -4.62
C 0.03 -3.17 -2.00
C -0.69 -3.71 -3.06
C -1.16 -5.02 -3.02
C -0.92 -5.81 -1.91
C -0.20 -5.29 -0.84
C 0.26 -3.98 -0.89
P 2.79 0.95 -2.02
C 2.72 2.41 -0.81
C 0.97 3.82 0.41
C 1.67 4.90 0.77
C 2.89 5.42 0.16
C 3.57 4.88 -0.86
C 3.10 3.70 -1.65
C 4.46 1.18 -2.78
C 5.67 1.13 -2.09
C 6.87 1.28 -2.76
C 6.90 1.47 -4.13
C 5.70 1.51 -4.84
C 4.50 1.37 -4.16
H 4.20 -0.75 -0.90
H 2.69 -0.46 -0.03
H 2.53 -2.64 -1.04
H 2.92 -2.04 -2.64
H -1.65 -0.91 -3.55
H -2.05 -0.23 -5.87
H -0.14 0.07 -7.42
H 2.16 -0.34 -6.61
H 2.56 -1.00 -4.30
H -0.88 -3.13 -3.95
H -1.71 -5.41 -3.86
H -1.28 -6.83 -1.87
H 0.01 -5.89 0.03
H 0.81 -3.60 -0.04
H 0.12 3.54 1.02
H 1.33 5.44 1.64
H 3.30 6.31 0.63
H 4.50 5.33 -1.18
H 3.76 3.51 -2.49
H 5.69 0.96 -1.03
H 7.80 1.24 -2.20
H 7.84 1.58 -4.65
H 5.71 1.66 -5.91
H 3.56 1.41 -4.71
O -5.49 -1.90 7.92
S -6.20 -3.15 7.81
O -7.56 -3.04 7.30
O -6.03 -4.06 8.92
C -5.47 -3.99 6.35
N -5.72 -5.28 6.18
C -5.35 -5.81 5.02
C -4.73 -5.07 4.02
C -4.48 -3.73 4.31
N -4.86 -3.21 5.47
C -3.80 -2.80 3.38
C -3.17 -3.21 2.20
C -2.52 -2.27 1.42
N -2.46 -0.98 1.73
C -3.09 -0.58 2.85
C -3.76 -1.44 3.68
H -5.57 -6.86 4.89
H -4.45 -5.52 3.08
H -3.17 -4.24 1.89
H -2.02 -2.57 0.51
H -3.05 0.48 3.07
H -4.24 -1.10 4.59
N 4.21 -3.97 1.45
C 3.23 -3.43 1.75
N 2.12 -2.87 2.13
C 1.34 -2.05 1.62
N 0.54 -1.33 1.15

***

[2]
139
Properties=species:S:1:pos:R:3 method="wB97M-V/def2-TZVPD" max_force_ha_per_bohr=0.0296 homo_lumo_gap_ev=5.6 charge=-1
O -1.49 -2.86 4.78
C -1.33 -2.75 3.55
O -0.29 -2.87 2.88
C -2.61 -2.33 2.77
N -2.78 -2.88 1.42
F -2.06 -4.08 1.24
C -2.47 -1.98 0.33
C -0.97 -1.98 -0.06
C -0.42 -0.65 -0.48
F 0.67 -0.86 -1.29
F -1.33 0.03 -1.26
C 0.08 0.31 0.65
F 0.25 -0.39 1.77
F 1.29 0.84 0.32
C -0.86 1.50 1.01
F -0.28 2.11 2.07
F -2.06 1.05 1.40
C -1.05 2.59 -0.10
F -0.14 2.48 -1.07
F -0.97 3.81 0.42
F -2.25 2.47 -0.65
H -2.63 -1.25 2.71
H -3.47 -2.63 3.36
H -3.04 -2.31 -0.54
H -2.84 -1.00 0.57
H -0.39 -2.47 0.72
H -0.87 -2.59 -0.96
C 1.28 4.63 -3.06
C 0.88 3.52 -3.79
C 0.80 3.58 -5.17
C 1.14 4.77 -5.79
C 1.53 5.89 -5.08
C 1.60 5.82 -3.70
N 1.08 4.88 -7.25
O 0.65 3.94 -7.89
O 1.50 5.92 -7.75
H 1.34 4.57 -1.98
H 0.63 2.60 -3.28
H 0.49 2.73 -5.75
H 1.77 6.80 -5.60
H 1.90 6.69 -3.14
C -1.13 -6.99 4.11
C -2.11 -7.34 3.18
C -3.29 -6.63 3.13
C -3.48 -5.58 4.01
C -2.52 -5.22 4.93
C -1.34 -5.93 4.97
N -4.73 -4.82 3.95
O -5.53 -5.10 3.07
O -4.90 -3.92 4.75
H -0.20 -7.54 4.14
H -1.94 -8.16 2.50
H -4.06 -6.89 2.41
H -2.69 -4.38 5.59
H -0.57 -5.63 5.67
C -0.12 -1.46 10.38
C -0.86 -1.82 9.27
C -0.33 -2.69 8.33
C 0.94 -3.18 8.53
C 1.71 -2.83 9.63
C 1.17 -1.96 10.56
N 1.50 -4.12 7.54
O 0.79 -4.39 6.60
O 2.62 -4.55 7.73
H -0.54 -0.78 11.11
H -1.86 -1.43 9.13
H -0.90 -2.98 7.45
H 2.70 -3.23 9.75
H 1.75 -1.67 11.43
C 3.79 -0.87 -0.60
C 4.87 -1.63 -0.15
C 6.04 -1.70 -0.89
C 6.11 -1.00 -2.08
C 5.05 -0.25 -2.56
C 3.89 -0.19 -1.81
N 7.35 -1.05 -2.87
O 8.26 -1.74 -2.44
O 7.40 -0.41 -3.89
H 2.89 -0.82 -0.03
H 4.79 -2.16 0.79
H 6.88 -2.28 -0.54
H 5.13 0.28 -3.49
H 3.05 0.39 -2.16
C 1.94 11.61 -9.27
C 0.83 11.62 -8.44
C 0.84 10.89 -7.26
C 1.98 10.17 -6.93
C 3.09 10.14 -7.75
C 3.06 10.87 -8.93
N 1.99 9.40 -5.68
O 0.99 9.41 -5.00
O 3.00 8.77 -5.41
H 1.93 12.18 -10.19
H -0.05 12.19 -8.70
H -0.02 10.89 -6.60
H 3.96 9.56 -7.48
H 3.93 10.86 -9.58
C 4.33 -7.92 11.28
C 3.90 -9.24 11.18
C 3.17 -9.65 10.08
C 2.89 -8.73 9.09
C 3.31 -7.42 9.16
C 4.04 -7.02 10.27
N 2.13 -9.18 7.90
O 1.76 -10.34 7.88
O 1.92 -8.37 7.03
H 4.91 -7.60 12.14
H 4.13 -9.94 11.97
H 2.83 -10.67 10.00
H 3.09 -6.72 8.37
H 4.38 -5.99 10.34
C -0.82 8.37 -8.44
C -1.02 8.77 -9.76
C -1.87 9.82 -10.05
C -2.51 10.46 -9.00
C -2.34 10.07 -7.68
C -1.48 9.02 -7.41
N -3.40 11.59 -9.30
O -3.56 11.90 -10.46
O -3.93 12.16 -8.36
H -0.15 7.55 -8.22
H -0.50 8.26 -10.56
H -2.03 10.14 -11.06
H -2.85 10.59 -6.89
H -1.32 8.71 -6.38
C -5.64 -7.05 -0.46
C -5.58 -7.33 -1.82
C -5.35 -6.31 -2.73
C -5.17 -5.03 -2.26
C -5.25 -4.73 -0.91
C -5.48 -5.75 -0.01
N -4.86 -3.96 -3.21
O -4.81 -4.24 -4.39
O -4.65 -2.85 -2.77
H -5.82 -7.86 0.24
H -5.71 -8.34 -2.18
H -5.29 -6.52 -3.79
H -5.11 -3.72 -0.54
H -5.51 -5.51 1.05